Record 1
The following is a DFT calculation (ωB97M-V/def2-TZVPD) of one molecule with the formula C6H11NO2 in a non-equilibrium geometry.

ORCA input file:
```
! RIJCOSX wB97M-V def2-TZVPD def2/J DEFGRID3
* xyz 0 1
C 0.3308 -1.4493 -0.4775
C -0.1611 -0.2975 0.4038
C -1.6983 -0.2994 0.3863
C 0.3253 -0.6069 1.8350
C 0.2526 1.3107 0.1581
O 0.5314 2.0609 1.0747
N 0.1016 1.7382 -1.1049
C 1.0308 1.1121 -1.9633
O 0.8153 0.2067 -2.7498
H -0.1849 -1.4809 -1.4410
H 1.4197 -1.4352 -0.5882
H 0.0648 -2.4210 -0.0443
H -2.1028 -1.2641 0.7130
H -2.0779 -0.0978 -0.6214
H -2.1064 0.4654 1.0551
H -0.0030 -1.5992 2.1651
H -0.0651 0.1041 2.5697
H 1.4196 -0.5824 1.8898
H 0.2235 2.7459 -1.1204
H 1.8839 1.7897 -2.1399
*
```

Properties
- Structure (SMILES): CC(C)(C)C(=O)NC=O


Record 2
The following is a DFT calculation (ωB97M-V/def2-TZVPD) of a 2-piece molecular cluster, C8H17BF3NO4 overall in a non-equilibrium geometry.

ORCA input file:
```
! RIJCOSX wB97M-V def2-TZVPD def2/J DEFGRID3
* xyz 0 1
O 3.4439 -1.4348 -1.3308
C 3.6253 -0.0803 -0.9435
C 2.3035 0.4820 -0.3927
C 1.1977 0.8018 -1.4292
C -0.1393 1.0285 -0.6104
O -1.1012 0.2970 -1.3062
B -0.3379 -0.7461 -2.0361
O 0.9805 -0.1130 -2.3994
C 4.1904 0.6764 -2.1442
F 3.9971 0.0599 -3.2530
F 5.5355 0.7522 -2.0033
F 3.7844 1.9121 -2.2292
H 3.6007 -1.9421 -0.5281
H 4.3587 -0.0365 -0.1413
H 1.9078 -0.2910 0.2648
H 2.5150 1.3399 0.2419
H 1.4319 1.8260 -1.7445
H -0.0739 0.6493 0.4071
H -0.4378 2.0806 -0.5962
H -0.9847 -1.1903 -2.9610
H -0.0505 -1.6486 -1.2237
C -3.0764 -1.8964 1.2721
C -2.2001 -0.8545 1.8735
O -1.0378 -0.7446 1.7185
N -2.7819 0.1429 2.8478
C -3.7361 1.1173 2.2227
H -2.7066 -2.1093 0.2698
H -3.0300 -2.7980 1.8849
H -4.1139 -1.5663 1.2011
H -3.2488 -0.3660 3.6008
H -1.9537 0.6196 3.2120
H -3.9784 1.8728 2.9649
H -4.6354 0.5870 1.9271
H -3.2482 1.5723 1.3639
*
```


Record 3
The following is a DFT calculation (ωB97M-V/def2-TZVPD) of C29H29F2LuN2O5 as an isolated structure.

ORCA input file:
```
! RIJCOSX wB97M-V def2-TZVPD def2/J DEFGRID3
* xyz 0 1
Lu 0.1536 0.5470 0.5712
C -0.3612 2.4987 2.1378
C 0.2693 1.5295 2.9592
C -0.5955 0.4114 3.0525
C -1.7633 0.6910 2.2964
C -1.6184 1.9819 1.7277
C -2.6595 2.7565 0.9701
C -2.9819 -0.1873 2.2748
C -0.4050 -0.8018 3.9144
C 1.5826 1.6890 3.6726
C 0.0991 3.9052 1.8876
H -3.1582 3.4804 1.6206
H -3.4331 2.1032 0.5646
H -2.2315 3.3054 0.1317
H -3.4236 -0.2502 3.2726
H -2.7582 -1.2085 1.9602
H -3.7517 0.2034 1.6089
H -0.9769 -0.7111 4.8427
H 0.6410 -0.9463 4.1792
H -0.7379 -1.7120 3.4122
H 2.3559 1.0155 3.3025
H 1.4707 1.4860 4.7394
H 1.9642 2.7041 3.5733
H -0.3835 4.6013 2.5799
H -0.1507 4.2424 0.8793
H 1.1742 4.0134 2.0255
F 3.8481 -2.9786 3.3334
C 2.7676 -2.8491 2.5368
C 2.3990 -1.5936 2.0929
C 1.2854 -1.4200 1.2660
C 0.6024 -2.5894 0.8561
C 0.9846 -3.8276 1.3754
F 0.2795 -4.9494 1.0876
C 2.0602 -3.9912 2.2201
C -0.5162 -2.4848 -0.1084
C -0.8665 -3.5151 -0.9891
C -1.9176 -3.3390 -1.8642
C -2.6222 -2.1426 -1.8599
C -2.1965 -1.1530 -0.9971
N -1.1668 -1.3085 -0.1604
H 3.0077 -0.7607 2.4222
H 2.3312 -4.9623 2.6053
H -0.3093 -4.4369 -0.9837
H -2.1874 -4.1309 -2.5504
H -3.4616 -1.9724 -2.5177
H -2.6887 -0.1875 -0.9603
O -0.8457 1.7002 -1.2454
C -0.8512 1.5514 -2.4730
C -0.0644 0.6335 -3.2337
C -0.2932 0.5695 -4.6195
C 0.4539 -0.2810 -5.3888
C 1.4741 -1.0714 -4.8249
C 1.7248 -1.0109 -3.4877
C 0.9594 -0.1689 -2.6218
O 1.2114 -0.1274 -1.3777
N 0.2005 -0.3633 -6.8214
O 0.8890 -1.1251 -7.4753
O -0.6904 0.3279 -7.2820
H -1.5160 2.2049 -3.0612
H -1.0585 1.1801 -5.0789
H 2.0470 -1.7196 -5.4712
H 2.5026 -1.6122 -3.0371
C 2.2949 3.1275 -0.6359
O 2.1212 1.8994 0.0839
H 1.6331 3.1672 -1.5041
H 3.3316 3.2268 -0.9575
H 2.0528 3.9405 0.0385
H 2.4692 1.1953 -0.4866
*
```


| no. | M (g/mol) | LUMO energy (Ha) |
| --- | --- | --- |
| 1 | 129.16 | 0.00796 |
| 2 | 259.03 | -0.05159 |
| 3 | 698.52 | -0.02433 |